Record 1
{
  "formula": "C4H7NO2",
  "method": "ωB97M-V with the def2-TZVPD basis set",
  "species": ["O", "H", "H", "O", "H", "N", "H", "C", "H", "H", "H", "C", "C", "C"],
  "xyz": [[0.4230, 1.3566, 0.8487], [-2.5231, 0.4861, 0.5876], [0.9831, -2.4308, 0.1508], [-1.4441, -1.6060, 0.0485], [1.8217, 0.2102, -1.1829], [-0.6671, 0.4961, -0.3619], [1.2385, 1.1209, 1.3277], [-0.4823, -0.8806, -0.1134], [-1.1205, 1.6784, 1.0191], [-2.1242, 1.9447, -0.4959], [2.8584, -1.3029, -0.9529], [0.8933, -1.4159, -0.2174], [-1.7697, 1.1414, 0.1458], [1.9130, -0.7982, -0.8038]],
  "relative_energy_ev": 5.520,
  "orbital_gap_ev": 9.284,
  "charge": 0,
  "lumo_ev": -1.0,
  "homo_ev": -10.3
}



Record 2
{
  "formula": "C4H12",
  "method": "ωB97M-V with the def2-TZVPD basis set",
  "species": ["H", "C", "H", "H", "C", "H", "H", "H", "H", "H", "C", "H", "H", "H", "C", "H"],
  "xyz": [[-0.5027, 0.8897, 1.9731], [-1.0750, -0.8124, -1.3194], [0.7350, 0.4062, 3.2788], [0.9124, -0.2718, 0.4140], [-0.5301, 0.3326, -2.1607], [1.3799, 1.3864, 0.8990], [2.3235, -0.0162, 1.4642], [-1.8491, -0.7804, -0.5172], [0.4161, 0.1733, -2.6538], [-0.3917, 1.1331, -1.4304], [0.2846, 0.2239, 2.3097], [-1.2459, 0.6876, -2.9088], [-0.2901, -1.3411, -0.7459], [-1.3310, -1.6080, -2.0339], [1.3586, 0.3634, 1.1804], [-0.1945, -0.7663, 2.2509]],
  "relative_energy_ev": 0.723,
  "orbital_gap_ev": 12.579,
  "charge": 0,
  "lumo_ev": 1.2,
  "smiles": "CC.CC",
  "homo_ev": -11.4
}